{
  "formula": "C10H21N4O",
  "method": "ωB97M-V/def2-TZVPD",
  "smiles": "CCC1=N[C@H](N(C)CC)[C@H]2[NH2+]CN1[C@@H]2O",
  "max_force_ev_per_a": 6.55,
  "relative_energy_kcal_mol": 71.9,
  "total_charge": 1,
  "spin_multiplicity": 1,
  "symbols": ["C", "C", "C", "N", "C", "N", "C", "C", "C", "C", "N", "C", "N", "C", "O", "H", "H", "H", "H", "H", "H", "H", "H", "H", "H", "H", "H", "H", "H", "H", "H", "H", "H", "H", "H", "H"],
  "xyz": [[3.772, -0.971, 0.046], [2.996, 0.016, -0.859], [1.601, 0.287, -0.460], [1.071, -0.060, 0.601], [-0.256, 0.265, 1.019], [-1.053, -0.915, 1.055], [-0.267, -2.033, 1.536], [-2.436, -0.876, 1.582], [-3.313, -1.314, 0.411], [-1.000, 1.041, -0.125], [-0.317, 2.431, -0.124], [0.719, 2.457, -1.174], [0.855, 1.034, -1.485], [-0.568, 0.554, -1.513], [-1.219, 1.057, -2.604], [3.220, -1.858, 0.201], [3.938, -0.488, 1.039], [4.606, -1.330, -0.498], [2.897, -0.533, -1.895], [3.464, 0.968, -1.184], [-0.137, 0.888, 2.025], [-0.282, -2.168, 2.635], [-0.628, -3.086, 1.171], [0.714, -2.082, 1.202], [-2.690, 0.098, 2.089], [-2.422, -1.677, 2.234], [-2.859, -2.164, 0.058], [-4.304, -1.390, 0.771], [-3.095, -0.655, -0.506], [-2.061, 1.099, 0.039], [-0.075, 2.380, 0.787], [-1.220, 2.955, -0.257], [0.391, 2.991, -2.118], [1.541, 2.902, -0.675], [-0.664, -0.516, -1.526], [-0.917, 0.695, -3.501]]
}



{
  "formula": "C23H38AsN7O9PReS5",
  "method": "ωB97M-V/def2-TZVPD",
  "e_tot_ha": -6605.599849,
  "max_force_ev_per_a": 6.70,
  "total_charge": 2,
  "spin_multiplicity": 1,
  "symbols": ["Re", "N", "C", "C", "C", "C", "N", "C", "N", "N", "C", "O", "O", "H", "H", "H", "H", "H", "H", "H", "H", "H", "H", "H", "H", "H", "H", "S", "As", "S", "S", "S", "C", "C", "C", "C", "O", "P", "O", "O", "O", "C", "C", "C", "C", "H", "H", "H", "H", "H", "H", "H", "H", "H", "H", "H", "H", "H", "H", "H", "H", "H", "H", "O", "S", "O", "O", "C", "N", "C", "C", "C", "N", "C", "C", "C", "N", "C", "C", "H", "H", "H", "H", "H", "H"],
  "xyz": [[-0.225, 0.155, 0.352], [1.141, -0.893, 1.653], [2.447, -1.224, 0.968], [3.636, -0.863, 1.865], [3.624, 0.646, 2.340], [4.776, 1.493, 1.841], [4.675, 1.694, 0.376], [3.844, 2.543, -0.207], [3.600, 2.418, -1.525], [3.298, 3.562, 0.455], [2.506, -0.564, -0.446], [3.507, -0.441, -1.091], [1.368, -0.126, -0.848], [1.342, -0.386, 2.524], [0.678, -1.785, 1.901], [2.487, -2.321, 0.879], [4.583, -1.123, 1.309], [3.645, -1.517, 2.756], [3.646, 0.733, 3.432], [2.748, 1.154, 2.023], [5.762, 1.049, 2.054], [4.822, 2.459, 2.362], [4.926, 0.857, -0.162], [3.682, 1.488, -1.927], [2.898, 3.001, -1.898], [3.550, 3.733, 1.414], [2.529, 4.081, 0.040], [-5.124, 1.436, -0.228], [-5.831, 1.677, 1.680], [-1.697, 0.294, 2.000], [-3.450, -0.744, 1.665], [-4.670, 0.135, 2.986], [-2.423, 2.883, -2.529], [-1.447, 1.709, -2.528], [-0.291, 1.936, -3.480], [-2.138, 0.398, -2.759], [-0.824, 1.598, -1.104], [-0.179, 2.910, -0.274], [0.689, 3.790, -1.053], [0.573, 1.975, 0.743], [-1.457, 3.577, 0.374], [-1.529, 4.814, 1.223], [-1.362, 6.025, 0.322], [-0.433, 4.788, 2.317], [-2.964, 4.724, 1.768], [-3.011, 2.847, -3.458], [-1.822, 3.793, -2.551], [-3.086, 2.854, -1.656], [-0.635, 2.052, -4.525], [0.392, 1.091, -3.441], [0.198, 2.856, -3.180], [-2.587, 0.410, -3.758], [-2.939, 0.269, -2.001], [-1.469, -0.473, -2.725], [-0.283, 6.085, 0.070], [-1.655, 6.889, 0.902], [-1.956, 5.956, -0.594], [0.578, 4.800, 1.862], [-0.461, 3.886, 2.874], [-0.508, 5.655, 2.943], [-3.701, 4.568, 0.966], [-3.251, 5.617, 2.383], [-3.035, 3.878, 2.456], [0.623, -9.213, 2.306], [-0.770, -9.010, 2.542], [-1.195, -7.805, 3.186], [-1.714, -10.027, 2.180], [-1.335, -8.023, -0.203], [-1.467, -8.714, -1.247], [-1.445, -8.040, -2.400], [-1.212, -6.687, -2.386], [-1.071, -6.045, -1.162], [-1.147, -6.756, -0.033], [-0.934, -4.577, -0.983], [-1.497, -4.036, 0.166], [-1.306, -2.695, 0.525], [-0.707, -1.828, -0.298], [-0.234, -2.316, -1.457], [-0.262, -3.679, -1.803], [-1.600, -8.612, -3.315], [-1.294, -6.124, -3.307], [-2.045, -4.663, 0.849], [-1.633, -2.360, 1.489], [0.299, -1.582, -2.030], [0.237, -3.992, -2.751]]
}



{
  "formula": "C32H27Br4N4O2ReSb",
  "method": "ωB97M-V/def2-TZVPD",
  "max_force_ev_per_a": 3.37,
  "relative_energy_kcal_mol": 0.0,
  "s_squared": 0.770,
  "spin_multiplicity": 2,
  "symbols": ["Re", "C", "C", "C", "C", "C", "C", "N", "Sb", "C", "C", "C", "C", "C", "C", "N", "C", "C", "C", "C", "C", "C", "N", "H", "H", "H", "H", "H", "H", "H", "H", "H", "H", "H", "H", "H", "H", "H", "H", "H", "H", "Br", "C", "C", "Br", "C", "Br", "C", "O", "C", "O", "C", "Br", "C", "C", "C", "C", "C", "C", "C", "C", "N", "H", "H", "H", "H", "H", "H", "H", "H", "H"],
  "xyz": [[-0.369, -0.065, -0.351], [1.193, 3.435, 0.969], [1.787, 2.964, -0.323], [2.273, 3.874, -1.261], [2.913, 3.413, -2.396], [3.085, 2.045, -2.557], [2.550, 1.202, -1.595], [1.891, 1.642, -0.525], [2.987, -0.915, -1.798], [3.101, -1.344, 0.331], [4.164, -2.137, 0.751], [4.405, -2.256, 2.110], [3.616, -1.535, 2.985], [2.571, -0.755, 2.493], [1.754, 0.102, 3.409], [2.305, -0.706, 1.182], [1.039, -1.754, -2.315], [1.032, -2.296, -3.592], [-0.112, -2.895, -4.083], [-1.201, -2.995, -3.235], [-1.157, -2.449, -1.966], [-2.338, -2.594, -1.057], [-0.059, -1.778, -1.522], [1.000, 4.506, 0.941], [0.270, 2.903, 1.185], [1.900, 3.229, 1.777], [2.150, 4.936, -1.091], [3.296, 4.108, -3.134], [3.613, 1.637, -3.409], [4.789, -2.636, 0.021], [5.217, -2.871, 2.476], [3.802, -1.568, 4.051], [2.065, -0.015, 4.445], [1.870, 1.147, 3.117], [0.696, -0.131, 3.320], [1.927, -2.227, -4.196], [-0.152, -3.283, -5.091], [-2.112, -3.480, -3.558], [-3.100, -3.208, -1.532], [-2.042, -3.056, -0.114], [-2.775, -1.625, -0.815], [-2.661, 6.194, -2.724], [-1.834, 4.499, -2.582], [-1.250, 3.908, -3.700], [-1.235, 4.797, -5.368], [-0.675, 2.642, -3.588], [0.135, 1.749, -5.048], [-0.678, 1.969, -2.375], [-0.195, 0.752, -2.198], [-1.248, 2.573, -1.231], [-1.221, 1.873, -0.119], [-1.822, 3.834, -1.354], [-2.560, 4.590, 0.214], [-0.455, -3.359, 2.202], [-1.670, -2.581, 2.626], [-2.537, -3.085, 3.582], [-3.683, -2.398, 3.944], [-3.985, -1.192, 3.328], [-3.148, -0.643, 2.372], [-3.469, 0.657, 1.699], [-1.955, -1.334, 2.022], [-1.112, -0.822, 1.087], [-0.582, -4.415, 2.440], [0.440, -3.004, 2.715], [-0.275, -3.247, 1.131], [-2.310, -4.038, 4.045], [-4.351, -2.808, 4.691], [-4.888, -0.658, 3.600], [-4.404, 1.074, 2.070], [-3.551, 0.523, 0.618], [-2.668, 1.378, 1.856]]
}